No. 1
{
  "formula": "C5H5N3O",
  "method": "ωB97M-V with the def2-TZVPD basis set",
  "symbols": ["C", "C", "C", "C", "C", "H", "H", "H", "H", "H", "N", "N", "N", "O"],
  "coordinates": [[0.8250, 0.7340, -1.3898], [-0.0336, 0.1489, -0.2618], [-1.4527, 0.2396, -0.4282], [-1.6339, -0.7606, 1.5243], [-0.2843, -0.7695, 1.7851], [2.8728, 0.6402, -2.0802], [2.6288, -0.3262, -0.5388], [-1.6783, 0.8172, -1.4709], [-2.3621, -0.9494, 2.4658], [0.3011, -1.0470, 2.5724], [2.0965, 0.2694, -1.3271], [-2.2765, -0.2910, 0.4491], [0.5565, -0.3415, 0.8013], [0.4406, 1.6360, -2.1011]],
  "forces_ev_per_angstrom": [[0.78, 0.10, 2.13], [-0.97, 0.52, -0.92], [1.58, 1.02, -2.86], [-2.64, -0.30, 4.43], [0.02, 1.33, -4.02], [-3.13, -0.98, 2.53], [-2.73, 1.89, -2.30], [-0.39, -1.62, 2.81], [1.70, -0.15, -2.39], [0.30, -1.08, 2.72], [5.53, -0.66, -1.17], [0.71, 0.60, -0.42], [-0.52, -0.20, 0.00], [-0.23, -0.47, -0.54]],
  "lowdin_charge": [-0.54, -0.21, -0.07, -0.15, -0.09, 0.18, 0.16, 0.17, 0.15, 0.08, 0.09, 0.08, 0.11, 0.05],
  "relative_energy_kj_mol": 128.7,
  "charge": 0
}

No. 2
{
  "formula": "C5H5N4OS",
  "method": "ωB97M-V with the def2-TZVPD basis set",
  "symbols": ["C", "C", "C", "C", "C", "N", "N", "N", "N", "O", "S", "H", "H", "H", "H", "H"],
  "coordinates": [[-0.4350, 2.0893, 1.5185], [1.5739, -0.6491, 0.1911], [1.0212, 0.5723, 0.8495], [-0.2977, 1.0445, 0.6814], [-0.2422, -0.8672, -1.3845], [0.6689, 2.2044, 2.2043], [1.5959, 1.3402, 1.8063], [1.0224, -1.3901, -0.7398], [-1.1978, -0.0593, -0.7350], [1.4773, -2.5286, -1.1206], [-2.5901, -0.8206, -0.1847], [-1.1912, 2.7562, 1.7424], [2.5553, -1.0882, 0.5936], [0.2189, -0.2655, -2.2887], [-0.7499, -1.7667, -1.8815], [-3.4299, -0.5716, -1.2523]],
  "forces_ev_per_angstrom": [[-1.49, 0.21, -0.15], [1.49, -0.32, 1.20], [-0.82, -0.97, -1.12], [0.30, -4.14, -3.96], [1.12, -0.42, -3.72], [1.94, 1.05, 1.14], [0.33, -1.34, -0.53], [-0.65, 1.41, 2.03], [1.21, 2.64, 3.15], [-0.09, 0.03, -0.51], [-0.52, -0.16, -0.06], [-1.69, 0.95, 0.11], [-1.61, 0.76, -0.66], [-0.83, -0.87, 1.54], [0.81, 1.10, 1.01], [0.51, 0.06, 0.52]],
  "lowdin_charge": [-0.26, 0.01, -0.32, -0.02, -0.30, -0.08, -0.03, -0.30, -0.49, -0.17, 0.65, 0.06, 0.15, 0.15, 0.12, -0.16],
  "relative_energy_kj_mol": 155.6,
  "charge": -1
}

No. 3
{
  "formula": "C5H5N5",
  "method": "ωB97M-V with the def2-TZVPD basis set",
  "symbols": ["C", "C", "C", "C", "C", "H", "H", "H", "H", "H", "N", "N", "N", "N", "N"],
  "coordinates": [[-1.6218, -0.0770, -0.0173], [-0.1921, 1.6923, -0.1003], [0.8870, 0.8046, 0.0270], [2.6958, -0.2155, 0.0615], [0.5203, -0.5403, -0.0063], [-3.6825, 0.1664, 0.3345], [-3.1649, -1.4948, -0.0019], [0.1029, 2.7800, -0.1668], [3.7311, -0.4809, -0.0381], [1.8797, -2.2288, -0.0122], [-2.9142, -0.5077, 0.0651], [-1.4809, 1.2768, -0.0194], [2.2120, 1.0508, 0.0482], [1.7302, -1.1913, -0.0301], [-0.7025, -1.0346, -0.1439]],
  "forces_ev_per_angstrom": [[-1.18, -0.08, -0.22], [-0.13, 0.66, 0.91], [-2.92, 1.01, -0.31], [-0.32, 1.98, -0.72], [0.64, -0.22, -0.69], [1.73, -1.20, -0.71], [0.52, 0.74, 0.16], [-1.00, -1.10, 0.00], [0.24, 0.06, 0.30], [-0.21, 1.74, -0.05], [-2.08, 0.63, 0.48], [2.29, 0.07, -0.40], [1.97, -3.22, 0.19], [0.07, -1.37, 0.36], [0.39, 0.30, 0.70]],
  "lowdin_charge": [-0.48, -0.04, -0.31, -0.15, -0.29, 0.13, 0.10, 0.13, 0.11, 0.18, 0.10, 0.11, 0.12, 0.12, 0.17],
  "relative_energy_kj_mol": 54.8,
  "charge": 0
}